# 1
Entry from OMol25: 6 unconnected molecules or ions with the total composition C51H74BF15O15 (ωB97M-V with the def2-TZVPD basis set).

CARTESIAN COORDINATES (ANGSTROEM)
C1 -0.09407 1.81658 0.42737
O1 0.40031 0.58216 -0.03045
C2 -0.52083 -0.46695 0.19106
C3 0.24036 -1.78068 0.30600
C4 0.78868 -2.36879 -1.02031
C5 0.41063 -1.63114 -2.27835
C6 -0.75509 -1.95484 -2.96440
C7 -1.09792 -1.28496 -4.12848
C8 -0.27756 -0.28177 -4.62155
C9 0.89009 0.06715 -3.94550
C10 1.77868 1.16561 -4.46458
C11 1.21751 -0.61694 -2.78223
O2 -0.62560 -2.69995 0.95858
C12 -0.02647 -3.45934 2.01649
C13 -0.42580 -2.87284 3.35848
C14 0.31022 -3.49608 4.54114
O3 0.42526 -2.52618 5.55992
C15 1.43229 -2.81673 6.51479
C16 2.82260 -2.43239 6.00962
O4 3.25841 -1.18495 6.54655
C17 3.38924 -0.17403 5.62167
C18 4.35951 -0.24022 4.63165
C19 4.45520 0.77327 3.69036
C20 3.61855 1.89093 3.70727
C21 3.72174 2.97323 2.62427
C22 4.01478 2.30064 1.27304
C23 2.33692 3.63517 2.46910
C24 4.68938 4.12381 3.00035
C25 6.19502 4.07667 2.67407
C26 6.81521 5.22721 3.50406
C27 6.46695 4.37215 1.17933
C28 6.92535 2.80276 3.11111
C29 2.67336 1.94397 4.73154
C30 2.55549 0.92975 5.67590
B1 -0.56875 -4.94300 1.75022
C31 0.28529 -6.03701 1.02456
O5 -1.84810 -5.25685 2.20535
H1 -1.03695 2.09454 -0.05537
H2 0.64130 2.59227 0.22336
H3 -0.24921 1.78893 1.51339
H4 -1.02723 -0.32145 1.15308
H5 -1.29570 -0.49235 -0.58335
H6 1.09681 -1.53971 0.94535
H7 1.87774 -2.41466 -0.96089
H8 0.43125 -3.39797 -1.08506
H9 -1.40639 -2.73845 -2.59670
H10 -1.99992 -1.52812 -4.67191
H11 -0.53586 0.22875 -5.54137
H12 2.78480 1.08164 -4.05530
H13 1.85107 1.13684 -5.55157
H14 1.38122 2.14357 -4.18576
H15 2.12995 -0.35294 -2.25928
H16 1.06744 -3.47981 1.94122
H17 -1.50288 -2.93662 3.51010
H18 -0.15685 -1.81088 3.37137
H19 1.30105 -3.85017 4.22391
H20 -0.25004 -4.36508 4.91130
H21 1.41699 -3.88220 6.76889
H22 1.20904 -2.22106 7.39780
H23 2.78638 -2.38480 4.91899
H24 3.55974 -3.19181 6.28136
H25 5.03907 -1.08248 4.58596
H26 5.20567 0.68107 2.91945
H27 3.34769 1.44361 1.15305
H28 3.80581 2.97686 0.44200
H29 5.03757 1.94503 1.16602
H30 2.34089 4.29531 1.60144
H31 2.13029 4.26810 3.33699
H32 1.53400 2.90417 2.40988
H33 4.57697 4.30232 4.07447
H34 4.30664 5.02326 2.50848
H35 7.80900 5.48197 3.13399
H36 6.18245 6.11593 3.46009
H37 6.91674 4.93518 4.55151
H38 6.71463 3.45572 0.63979
H39 5.58558 4.78257 0.68488
H40 7.29844 5.06229 1.04985
H41 7.98668 3.03673 3.23797
H42 6.87705 1.99705 2.37941
H43 6.57564 2.44761 4.08122
H44 1.98645 2.77412 4.82446
H45 1.79853 0.97440 6.44862
H46 -0.36693 -6.68333 0.43192
H47 0.74428 -6.67864 1.78409
H48 1.06840 -5.62248 0.38989
H49 -2.50778 -5.19559 1.50758
C32 -4.28834 5.29558 4.21919
C33 -3.12499 4.45855 3.73944
O6 -2.61639 4.93309 2.47119
C34 -1.81629 5.98119 2.52013
O7 -1.45056 6.58025 3.48590
C35 -1.33278 6.31630 1.09448
F1 -2.34816 6.34606 0.22233
F2 -0.46473 5.38085 0.69062
F3 -0.72765 7.49805 1.06183
H50 -5.07333 5.32351 3.46314
H51 -4.69785 4.86674 5.13308
H52 -3.97902 6.31936 4.42583
H53 -3.43662 3.43711 3.54503
H54 -2.31234 4.43578 4.46479
C36 -2.59946 10.13464 -1.01796
C37 -3.79172 9.30560 -1.44081
O8 -4.94654 9.58220 -0.61890
C38 -5.61820 10.68281 -0.91048
O9 -5.38618 11.46852 -1.77921
C39 -6.83022 10.81224 0.03746
F4 -6.47654 10.59752 1.30799
F5 -7.76241 9.91011 -0.29633
F6 -7.36360 12.02356 -0.05404
H55 -2.38411 9.97819 0.03940
H56 -1.72427 9.84800 -1.59990
H57 -2.78460 11.19692 -1.17155
H58 -3.58985 8.24688 -1.29749
H59 -4.04597 9.46356 -2.48816
C40 -5.49771 -3.45279 3.28520
C41 -4.60012 -2.28010 2.96000
O10 -5.35445 -1.05301 2.84160
C42 -5.69443 -0.46615 3.97504
O11 -5.44263 -0.82140 5.08664
C43 -6.47105 0.83253 3.66719
F7 -7.41348 0.63150 2.74536
F8 -5.62389 1.76509 3.19998
F9 -7.04416 1.30516 4.76601
H60 -6.28976 -3.54355 2.54111
H61 -4.91214 -4.37184 3.29390
H62 -5.96500 -3.33276 4.26166
H63 -4.12634 -2.41736 1.99036
H64 -3.81555 -2.15563 3.70517
C44 -1.74902 -6.68975 -7.84006
C45 -3.01222 -5.88937 -8.06494
O12 -3.67306 -5.57795 -6.81730
C46 -3.16442 -4.57220 -6.12876
O13 -2.23126 -3.88573 -6.41885
C47 -3.99652 -4.34924 -4.84851
F10 -4.23408 -5.49919 -4.21079
F11 -5.17360 -3.79430 -5.16186
F12 -3.35394 -3.53391 -4.01773
H65 -1.97061 -7.58790 -7.26837
H66 -1.31484 -6.97489 -8.79616
H67 -1.01373 -6.10755 -7.28526
H68 -3.74255 -6.46500 -8.62867
H69 -2.81812 -4.96544 -8.60856
C48 4.43123 -8.84507 -9.83109
C49 3.72341 -8.43555 -8.55928
O14 2.29294 -8.60989 -8.66942
C50 1.84403 -9.84376 -8.51302
O15 2.47918 -10.82801 -8.28450
C51 0.30516 -9.84518 -8.62700
F13 -0.10232 -9.14529 -9.69202
F14 -0.22510 -9.28843 -7.52849
F15 -0.15926 -11.08169 -8.73762
H70 4.02956 -8.29662 -10.68337
H71 5.49588 -8.63066 -9.74646
H72 4.30826 -9.90968 -10.02447
H73 3.85712 -7.37458 -8.36264
H74 4.08695 -8.99068 -7.69555

Summary:
**HOMO energy**: -8.61 eV
**Net charge**: 0
**LUMO level**: 0.007 Eh
**Total energy**: -126240.475 eV
**Spin multiplicity**: 1



# 2
Entry from OMol25: a molecular structure, C51H74N3O2SSe2SiW at a distorted geometry (ωB97M-V with the def2-TZVPD basis set).

CARTESIAN COORDINATES (ANGSTROEM)
W1 0.27587 0.10937 -0.00185
C1 -6.46480 -2.56955 -2.22574
C2 -5.57558 -2.07891 -3.36833
C3 -6.30213 -0.93873 -4.10080
C4 -5.32769 -3.24641 -4.33842
C5 -4.23007 -1.56347 -2.86746
C6 -3.88570 -1.57166 -1.51518
C7 -2.65616 -1.07058 -1.14356
Se1 -2.09926 -0.97326 0.70318
C8 -2.79061 0.80026 1.08501
C9 -4.09957 0.99683 1.44062
C10 -4.56315 2.30469 1.63545
C11 -3.66350 3.35123 1.45514
C12 -2.31655 3.18669 1.11589
C13 -1.91525 1.87490 0.95005
O1 -0.60518 1.50254 0.62144
C14 -1.35311 4.36419 0.93685
C15 -0.21397 4.25487 1.95882
C16 -0.80128 4.37179 -0.49609
C17 -2.06000 5.70448 1.16748
C18 -6.02058 2.52672 2.02558
C19 -6.34892 4.00885 2.20870
C20 -6.29895 1.79201 3.34733
C21 -6.92383 1.95327 0.92114
C22 -1.75836 -0.58694 -2.08212
O2 -0.55146 -0.14249 -1.56941
C23 -2.04725 -0.55329 -3.43889
C24 -3.30140 -1.05429 -3.78129
C25 -1.05028 -0.00470 -4.46582
C26 -1.61419 -0.08978 -5.88805
C27 0.24849 -0.82536 -4.42025
C28 -0.75192 1.47127 -4.16516
H1 -7.40843 -2.92425 -2.63938
H2 -6.01479 -3.40564 -1.68364
H3 -6.70107 -1.76867 -1.51914
H4 -7.28322 -1.28341 -4.43019
H5 -6.44927 -0.08060 -3.44069
H6 -5.75610 -0.60426 -4.98502
H7 -6.28310 -3.65342 -4.67202
H8 -4.77435 -2.93049 -5.22507
H9 -4.77015 -4.04920 -3.85074
H10 -4.56824 -1.95243 -0.76777
H11 -4.76450 0.14939 1.55739
H12 -4.02081 4.35756 1.59352
H13 0.38986 3.35648 1.82161
H14 0.44283 5.12202 1.86391
H15 -0.60525 4.24092 2.97784
H16 -0.22889 3.47438 -0.73559
H17 -1.61036 4.45930 -1.22386
H18 -0.13895 5.22983 -0.62577
H19 -2.45421 5.78398 2.18193
H20 -1.34546 6.51588 1.02905
H21 -2.87596 5.85994 0.45979
H22 -5.74962 4.46287 3.00157
H23 -6.20792 4.57542 1.28485
H24 -7.39560 4.10882 2.49470
H25 -5.64278 2.14740 4.14479
H26 -7.33024 1.97513 3.65176
H27 -6.17254 0.71108 3.25107
H28 -6.73149 2.43686 -0.03956
H29 -6.78894 0.87502 0.80174
H30 -7.96873 2.12524 1.18318
H31 -3.57408 -1.05161 -4.82534
H32 -1.80940 -1.12223 -6.18586
H33 -2.53534 0.48638 -5.99239
H34 -0.88785 0.32288 -6.58850
H35 0.04565 -1.88878 -4.56996
H36 0.91444 -0.49727 -5.22110
H37 0.78219 -0.69835 -3.47359
H38 -1.66801 2.06475 -4.18410
H39 -0.27457 1.61205 -3.19366
H40 -0.07777 1.86821 -4.92662
C29 3.71041 -2.35193 3.88166
Si1 2.38359 -3.60893 3.53169
C30 3.04156 -5.33862 3.55993
C31 0.86433 -3.39322 4.57625
C32 1.82695 -3.30099 1.69958
C33 1.89971 -4.30909 0.73078
C34 1.49591 -4.11268 -0.59503
C35 1.00948 -2.88986 -0.96272
N1 0.94296 -1.89330 -0.05711
C36 1.33025 -2.09605 1.22702
S1 1.06176 -0.61636 2.15740
H41 4.16063 -2.55727 4.85720
H42 3.32447 -1.32953 3.91578
H43 4.50737 -2.39947 3.13529
H44 3.41680 -5.56530 4.56186
H45 3.87672 -5.47448 2.86759
H46 2.27197 -6.08114 3.33306
H47 1.09739 -3.63331 5.61772
H48 0.06451 -4.06560 4.25726
H49 0.48659 -2.36877 4.55755
H50 2.27478 -5.28520 1.01847
H51 1.56236 -4.90637 -1.32637
H52 0.67428 -2.65860 -1.96578
C37 4.88840 -1.53674 -2.88782
C38 5.62322 -0.19861 -2.80969
C39 5.22986 0.76449 -3.92990
C40 3.88106 1.44510 -3.71414
N2 3.89345 2.35406 -2.55169
C41 3.37830 2.16084 -1.33931
Se2 2.52268 0.55971 -0.85001
N3 3.66740 3.16952 -0.52505
C42 3.23211 3.32937 0.87454
C43 3.90603 2.38726 1.86799
C44 5.43156 2.48762 1.94363
C45 6.17348 1.82596 0.77617
C46 4.42783 4.09098 -1.24472
C47 4.98603 5.31456 -0.88148
C48 5.67872 5.98635 -1.86359
C49 5.81084 5.46902 -3.16728
C50 5.26397 4.25732 -3.52324
C51 4.57464 3.57290 -2.52461
H53 5.26990 -2.22931 -2.13594
H54 5.02979 -1.99951 -3.86608
H55 3.81195 -1.42566 -2.72136
H56 6.69647 -0.37921 -2.86906
H57 5.44875 0.26938 -1.83378
H58 5.16416 0.21846 -4.87404
H59 5.99827 1.52848 -4.05950
H60 3.09485 0.70864 -3.55513
H61 3.60778 2.04969 -4.57788
H62 2.15032 3.20931 0.90039
H63 3.45082 4.36128 1.13943
H64 3.62373 1.35087 1.65579
H65 3.47596 2.64188 2.84014
H66 5.74380 2.00535 2.87035
H67 5.72694 3.53767 2.03255
H68 5.70317 0.87307 0.50799
H69 7.20565 1.61219 1.05049
H70 6.20868 2.45688 -0.11469
H71 4.89402 5.72682 0.11416
H72 6.12971 6.94103 -1.63026
H73 6.35453 6.04057 -3.90698
H74 5.36571 3.86571 -4.52663

Summary:
**HOMO energy**: -15.84 eV
**Net charge**: +3
**LUMO level**: -0.382 Eh
**Total energy**: -213865.141 eV
**Spin multiplicity**: 1



# 3
Entry from OMol25: a molecular structure, C51H78AsCsN6O at a distorted geometry (ωB97M-V with the def2-TZVPD basis set).

CARTESIAN COORDINATES (ANGSTROEM)
Cs1 -1.09426 0.10331 -0.25306
N1 2.73884 -1.66929 0.83609
C1 3.17729 -1.56020 2.12673
C2 4.43815 -1.95297 2.53739
C3 4.82932 -1.83662 3.88150
C4 3.99767 -1.30833 4.83296
C5 2.71572 -0.84840 4.44617
C6 1.83400 -0.17487 5.32810
C7 0.65289 0.32180 4.86174
C8 0.32127 0.12377 3.50090
N2 1.10086 -0.51304 2.66500
C9 2.29185 -0.99450 3.11028
H1 3.40124 -1.40726 0.09635
H2 1.87836 -1.16817 0.68794
H3 5.12652 -2.35321 1.80328
H4 5.82433 -2.16474 4.16162
H5 4.31512 -1.19776 5.86324
H6 2.13283 -0.03264 6.36161
H7 -0.02653 0.88176 5.49188
H8 -0.61532 0.51047 3.10743
N3 -2.33567 -3.93507 1.53332
C10 -3.33169 -4.22413 0.60629
C11 -3.47920 -5.51364 0.09304
C12 -4.49070 -5.79702 -0.81003
C13 -5.37541 -4.80952 -1.21770
C14 -5.22787 -3.52513 -0.70967
C15 -4.22268 -3.23165 0.19305
H9 -1.49337 -4.48184 1.45245
H10 -2.14116 -2.95201 1.63745
H11 -2.78167 -6.28750 0.39288
H12 -4.57691 -6.80058 -1.20995
H13 -6.15382 -5.03064 -1.93634
H14 -5.88797 -2.73140 -1.03784
H15 -4.09667 -2.21846 0.55717
C16 -5.34034 0.75551 -2.89831
C17 -4.12219 0.49761 -3.77571
As1 -2.45796 1.15783 -2.94844
C18 -1.29330 1.05054 -4.54132
C19 -1.44262 -0.24340 -5.32993
C20 -2.84256 3.11251 -3.14199
C21 -3.38895 3.72097 -1.85446
H16 -6.23715 0.27639 -3.30255
H17 -5.54973 1.82348 -2.80936
H18 -5.18188 0.36768 -1.88879
H19 -4.24158 0.96072 -4.76012
H20 -3.97808 -0.57503 -3.91653
H21 -0.26865 1.15912 -4.18038
H22 -1.51287 1.91866 -5.17073
H23 -1.41355 -1.10287 -4.66346
H24 -0.63783 -0.35048 -6.06184
H25 -2.39023 -0.26977 -5.87232
H26 -3.52461 3.28336 -3.98319
H27 -1.88804 3.58222 -3.39621
H28 -4.34739 3.27806 -1.57352
H29 -3.53924 4.80187 -1.94490
H30 -2.70193 3.55466 -1.02303
C22 -2.02092 -3.59386 -3.01910
C23 -0.98064 -2.54803 -2.59083
C24 -0.01915 -3.17191 -1.56475
O1 -1.56818 -1.40016 -2.12428
H31 -1.56034 -4.45656 -3.51475
H32 -2.73494 -3.13489 -3.70826
H33 -2.57873 -3.94751 -2.14864
H34 -0.34745 -2.35719 -3.48724
H35 -0.57151 -3.50179 -0.67715
H36 0.74736 -2.45762 -1.25252
H37 0.50244 -4.03954 -1.98252
C25 6.11838 1.16410 -5.60355
C26 5.67487 0.23165 -4.50043
C27 6.07154 -1.10039 -4.52040
C28 5.62252 -1.94616 -3.49352
C29 5.98951 -3.41142 -3.51382
C30 4.83050 -1.45423 -2.48756
C31 4.41424 -0.08023 -2.39224
C32 4.87354 0.72910 -3.48550
N4 3.67689 0.25946 -1.33623
C33 3.16973 1.61564 -1.14639
C34 2.50358 1.61720 0.23950
C35 2.08868 1.98275 -2.18766
C36 4.25916 2.71232 -1.10328
H38 6.73777 0.64101 -6.33500
H39 6.69914 2.00055 -5.20533
H40 5.25935 1.58834 -6.12990
H41 6.69859 -1.48260 -5.31986
H42 6.69314 -3.62775 -4.32055
H43 5.10512 -4.03602 -3.66358
H44 6.44880 -3.72072 -2.57196
H45 4.46842 -2.13125 -1.71791
H46 4.59562 1.77083 -3.54358
H47 1.81231 0.77834 0.29566
H48 1.95688 2.53999 0.44398
H49 3.26498 1.46267 1.00960
H50 1.22702 1.31505 -2.07498
H51 2.46912 1.85007 -3.19729
H52 1.73509 3.00950 -2.06705
H53 5.15407 2.32329 -0.61276
H54 3.89316 3.56916 -0.52788
H55 4.54378 3.08316 -2.08714
C37 1.00767 6.99890 1.06642
C38 -0.25011 6.13300 1.11324
C39 -0.20025 5.02490 0.16444
N5 -0.14626 4.10113 -0.51432
H56 0.91666 7.81943 1.77799
H57 1.15793 7.41642 0.07079
H58 1.89014 6.41528 1.32605
H59 -1.13644 6.73005 0.88910
H60 -0.39631 5.68749 2.10246
C40 -2.37123 5.00219 6.20159
C41 -1.71236 4.32664 5.02057
C42 -0.40666 4.66220 4.67555
C43 0.18793 4.00207 3.58682
C44 1.63573 4.24385 3.23672
C45 -0.53265 3.08855 2.86125
C46 -1.88057 2.68705 3.17757
C47 -2.42701 3.36672 4.31697
N6 -2.38168 1.73443 2.39995
C48 -3.64351 1.03823 2.54020
C49 -3.35905 -0.34082 3.16802
C50 -4.16671 0.81767 1.10862
C51 -4.82450 1.66110 3.31324
H61 -1.71176 5.75064 6.64460
H62 -2.62732 4.27704 6.97852
H63 -3.29848 5.50014 5.90642
H64 0.15229 5.38923 5.25622
H65 2.05460 5.07096 3.81429
H66 1.76222 4.45936 2.17132
H67 2.23393 3.35182 3.43864
H68 -0.06787 2.59515 2.01289
H69 -3.42727 3.14920 4.66018
H70 -2.55884 -0.84300 2.61459
H71 -4.24382 -0.98612 3.17914
H72 -3.00569 -0.21511 4.19489
H73 -3.38766 0.39205 0.48186
H74 -4.44983 1.77702 0.66978
H75 -5.03465 0.14978 1.09281
H76 -4.68024 1.61999 4.39329
H77 -5.73750 1.10483 3.08211
H78 -4.97517 2.70225 3.02110

Summary:
**HOMO energy**: -1.05 eV
**Net charge**: -2
**LUMO level**: 0.130 Eh
**Total energy**: -126528.224 eV
**Spin multiplicity**: 1